C11H19DyO2 | ωB97M-V/def2-TZVPD

The geometry in XYZ format:
```
33
Properties=species:S:1:pos:R:3
H -1.1502 2.7268 -1.8630
H -0.1540 -1.9485 1.7362
H -0.9949 0.0153 -3.7524
H -0.7738 -2.2424 -2.2736
C 0.9643 0.6008 -2.8196
H 3.3597 -0.4145 1.5542
C -2.1798 0.4416 2.0807
C -0.1988 -0.2154 -3.0564
H 1.1713 1.5573 -3.2796
H -0.6469 -1.0592 3.1912
C 1.7650 -0.0545 -1.8587
C -0.0856 -1.4096 -2.2790
H -1.1941 2.8026 -0.0394
H 1.5988 -0.5008 2.9545
H 1.4762 -2.0078 -0.7851
C 0.9358 -0.0975 2.1471
O 1.3667 -0.3271 0.8457
H 2.6972 0.3083 -1.4481
H -3.1352 -0.0978 1.9011
C -0.2915 -0.9207 2.1436
H 3.2264 -1.0698 -0.0151
H 2.5336 -2.0304 1.3130
C -2.2603 1.1146 -0.9089
C -1.3454 2.2010 -0.9310
O -1.1061 -0.1493 1.3246
H -2.2315 1.5337 1.8838
Dy -0.2752 0.3634 -0.9110
H 0.7739 0.9837 2.3563
C 1.1023 -1.2804 -1.4939
C 2.6511 -0.9958 0.9191
H -2.8063 0.8847 0.0019
H -2.7700 0.8133 -1.8211
H -2.0226 0.4745 3.1823
```

Properties
Relative energy (zero: lowest compared OMol25 entry of this formula, charge and spin) ... 511.6 kJ/mol
Charge ... +2
2S+1 ... 6
Strongest force on any atom ... 8.95 eV/A
DFT total energy ... -1465.21026 hartree
<S²> ... 9.377
Frontier orbital gap (spin up / spin down) ... 7.04 / 7.34 eV

***

C11H19F3N4OS2SiTa | ωB97M-V/def2-TZVPD

The geometry in XYZ format:
```
42
Properties=species:S:1:pos:R:3
F -0.3265 -1.3336 -4.4241
C -0.8626 -1.3843 -3.2880
H 0.0939 5.5834 -2.4436
H -1.5109 4.8355 -2.3818
H -2.9872 0.2766 2.9723
C -1.7958 -2.7136 1.7747
C 2.8844 -2.0800 0.1631
F -2.0158 -1.8825 -3.3582
C 3.9273 -2.0664 1.1241
N 0.0764 3.4904 -2.5831
H -2.4619 -3.0416 2.5788
H 5.6661 -2.8516 1.7809
Si -2.4423 -1.1360 1.0853
S 1.1013 1.0500 -2.2796
H -1.7837 -3.5173 1.0355
F 0.8339 -2.6871 -1.7536
H -1.2765 0.4244 2.6235
N 1.8643 -1.2215 0.2806
N 4.9552 -2.9034 1.0650
H -4.1843 -0.2948 -0.4522
H -4.8170 -1.4178 0.7402
C -3.9696 -1.2255 0.0746
C 1.8301 -0.3498 1.3173
C -0.3713 4.6687 -0.5077
S 0.1331 2.9531 -0.0938
H 0.9730 0.3031 1.4169
H 2.8667 -2.7722 -0.6669
H -3.9420 -2.0487 -0.6415
H 0.3912 5.3321 -0.1073
C -2.2606 0.3498 2.1569
H 2.8709 0.3352 3.0673
H -0.8021 -2.6099 2.2156
N 3.8924 -1.1829 2.1362
Ta 0.3441 -0.9679 -1.2123
H -1.3204 4.8709 -0.0191
C -0.4793 4.7498 -2.0426
C 0.3620 2.5575 -1.7325
O -1.1152 -0.7834 -0.2375
C 2.8756 -0.3523 2.2296
H 5.0510 -3.6048 0.3493
H -2.4801 1.2745 1.6207
H 0.2124 3.3738 -3.5832
```

Properties
Relative energy (zero: lowest compared OMol25 entry of this formula, charge and spin) ... 0.0 kJ/mol
Charge ... +3
2S+1 ... 1
Strongest force on any atom ... 0.44 eV/A
DFT total energy ... -2166.43073 hartree
Frontier orbital gap ... 5.89 eV

***

C11H19F6N3O6P | ωB97M-V/def2-TZVPD

The geometry in XYZ format:
```
46
Properties=species:S:1:pos:R:3
C -4.0049 2.8303 1.6572
N 5.7586 -3.6773 0.4504
F -1.5689 -1.2102 4.0378
H -4.0827 2.7891 3.8033
N 4.5451 -1.6675 0.4183
H -4.9274 2.2622 1.5002
C -0.5444 0.9436 -3.2507
H 3.8671 -5.0200 0.1804
H 0.2925 -1.1985 1.0243
C -0.7700 2.1967 -4.0762
H 0.5246 0.7501 -3.1245
C 3.5077 -2.7890 0.4417
O 0.7847 -3.7922 0.5351
P 1.7315 -2.4597 -0.1616
H 6.2776 -4.4677 0.8889
N 6.3723 -1.8607 2.2748
H 0.8118 -3.5881 1.5355
H 4.5212 -3.9794 -1.3547
C -1.9614 -0.9324 2.7611
C -2.8922 2.9505 -3.3004
O -2.4092 3.2670 -2.2177
C -3.3935 2.4941 3.0048
F -4.8769 2.0483 -4.3293
H -3.3279 2.5682 0.8383
H 3.4009 -3.0668 1.5942
H -1.0084 0.0766 -3.7318
F -3.1409 -1.5930 2.5750
F -5.1716 3.4192 -2.6612
H 6.9354 -0.9782 2.2097
H -0.9970 1.0356 -2.2586
H -0.3314 3.0809 -3.6002
H 6.2371 -2.3248 3.2044
H -0.2862 2.0840 -5.0524
C -2.0791 0.5703 2.5095
H -2.4564 3.0367 3.1722
O -2.1700 2.3935 -4.3267
F -4.5004 4.1807 -4.5913
H -4.2293 3.8985 1.5894
H 4.1368 -0.8223 0.8725
C 5.6932 -2.3580 1.1865
F -1.0557 -1.5408 1.9443
C -4.3502 3.1466 -3.7142
O -3.1930 1.0780 3.1313
O -1.2840 1.2507 1.8687
O 1.2243 -0.9978 0.7111
C 4.3902 -4.0273 -0.1690
```

Properties
Charge ... +1
2S+1 ... 1
Strongest force on any atom ... 5.63 eV/A
DFT total energy ... -1986.50040 hartree
Frontier orbital gap ... 7.15 eV

***

C11H19GdN3O6P | ωB97M-V/def2-TZVPD

The geometry in XYZ format:
```
41
Properties=species:S:1:pos:R:3
H 3.3447 -0.3434 2.8062
H -2.0107 -1.2945 -0.1820
C -0.1616 2.4095 1.8783
H -0.1305 -3.5722 1.7025
H -2.0761 -0.2205 2.6995
H -0.6625 2.9136 2.7124
N -0.5893 1.0146 1.8684
H -1.1869 -2.9017 -0.1908
H -2.2175 1.5374 3.0425
O -1.2615 -2.6145 -3.0955
H -0.4281 2.9386 0.9506
C -0.8672 2.7020 -3.1993
C 2.2772 -0.0939 2.7779
N -0.4322 -1.5429 1.2559
C 0.2471 -2.5907 2.0367
O 0.2295 0.3300 -0.5177
C -2.3786 0.1493 -2.8809
H -2.6723 0.9079 1.4347
Gd 0.2297 0.5910 -2.6647
C -1.5572 -2.0765 0.4476
C 2.8509 0.3802 0.4403
H 1.7405 -0.8527 3.3529
C -1.9735 0.7873 2.2790
C 2.0454 0.3614 -4.3590
C -0.3993 0.4630 -5.1027
H 3.8368 0.0495 0.7859
H -2.3453 -2.5137 1.1007
C -0.8538 -1.5305 -2.9795
H 0.9228 2.5001 2.0303
O -0.2532 0.4209 -6.2537
H -2.7746 0.3966 -3.9108
O -1.3427 3.6967 -3.5451
N 1.8432 -0.0827 1.3849
O -3.0401 0.1575 -1.8727
H 0.0362 -2.4862 3.1169
H 2.6678 -0.0412 -0.5544
H 2.1363 0.8769 3.2755
O 2.7614 0.3036 -5.2634
H 2.8486 1.4773 0.3529
H 1.3360 -2.5473 1.8805
P 0.2606 -0.0600 0.9592
```

Properties
Charge ... +2
2S+1 ... 8
Strongest force on any atom ... 6.67 eV/A
DFT total energy ... -2152.64488 hartree
<S²> ... 16.181
Frontier orbital gap (spin up / spin down) ... 6.08 / 5.82 eV

***

C11H19N2O2 | ωB97M-V/def2-TZVPD

The geometry in XYZ format:
```
34
Properties=species:S:1:pos:R:3
C -3.3777 1.6033 0.3272
C 3.1909 -0.2749 0.3146
C -2.8407 -0.2510 -0.9196
H -0.4854 -2.0156 -0.0343
H 0.5194 -0.4444 -1.8439
H 3.5594 -0.1029 -1.9589
H -4.0323 2.4094 0.6253
H -3.2598 -1.6988 -2.3141
C -0.5873 -1.3409 2.0035
C 2.0403 -1.2365 0.3080
O -1.3856 1.7095 1.7132
H 0.2965 -1.8798 2.4485
H 1.9832 -1.9628 -0.5184
H -0.1423 1.0220 -1.0178
H 4.0540 1.2037 -0.9141
H 1.9601 2.0003 -0.7317
N -1.9036 0.0198 0.0389
H 2.0192 -1.7176 1.2274
C 0.6414 0.3158 -1.1324
C -0.4268 -1.1965 0.5664
H 1.8601 1.5784 -2.5349
H -1.4515 -2.0377 2.1088
H 0.8807 0.3814 0.8893
C 3.3449 0.4277 -1.0353
H 4.0065 -0.8087 0.5574
H -4.8236 0.5947 -1.1231
C -2.2297 1.0856 0.8329
O -2.6358 -1.4014 -1.6194
N 0.7508 -0.3765 0.1876
H -1.8041 2.4642 2.1906
C -3.8259 0.6712 -0.6835
C 1.9743 1.1521 -1.4398
H -0.8441 -0.3317 2.4060
H 2.9744 0.4384 1.0754
```

Properties
Relative energy (zero: lowest compared OMol25 entry of this formula, charge and spin) ... 462.0 kJ/mol
Charge ... +1
2S+1 ... 1
Strongest force on any atom ... 6.35 eV/A
DFT total energy ... -690.16620 hartree
Frontier orbital gap ... 7.22 eV

***

C11H19N3O6PV | ωB97M-V/def2-TZVPD

The geometry in XYZ format:
```
41
Properties=species:S:1:pos:R:3
C -1.2064 2.1718 -0.8069
H -3.1655 1.0026 2.6303
N 0.6146 1.7689 3.7987
H -0.8549 4.7179 0.6134
C 1.5813 3.7055 1.3964
H -3.9646 2.5736 2.8931
C -2.1354 2.9614 4.5501
O -2.9505 -1.0792 0.4315
N 0.2983 3.7093 2.1050
C 1.1617 -3.5836 -2.0081
H 1.6327 3.5968 4.0377
C -2.0191 -0.4927 0.0580
H 0.7155 -2.3962 -1.4700
C 0.6549 -0.9605 0.5038
C 1.4904 0.9394 -0.4849
H -0.2025 -0.1945 3.7803
H 1.0195 2.8810 5.5583
O 1.4323 -4.4877 -2.6701
H 1.4461 3.6168 0.3089
O 1.2994 -1.5765 1.2459
H -1.3474 3.6085 4.9555
C -0.5718 4.8081 1.6736
C 0.4409 0.4444 4.3974
N -1.9018 2.6584 3.1347
O -1.7378 3.1785 -1.0807
P -0.3741 2.2648 2.5840
H 2.0678 4.6697 1.5964
O -0.5032 1.1649 1.5815
H 2.4375 2.1656 4.7428
V -0.4222 0.4746 -0.3934
H -3.0538 2.2866 1.3838
H -0.0015 0.5302 5.4041
H -2.1918 2.0431 5.1580
H -0.0258 5.7497 1.8171
H 2.2375 2.9018 1.7464
O 2.6431 1.0995 -0.5052
H -3.0976 3.4833 4.6254
C -3.0783 2.0888 2.4650
H -1.4804 4.8181 2.2868
H 1.4232 -0.0409 4.4900
C 1.4689 2.6590 4.5778
```

Properties
Relative energy (zero: lowest compared OMol25 entry of this formula, charge and spin) ... 0.0 kJ/mol
Charge ... +1
2S+1 ... 4
Strongest force on any atom ... 5.85 eV/A
DFT total energy ... -2331.30657 hartree
<S²> ... 3.783
Frontier orbital gap (spin up / spin down) ... 5.81 / 6.70 eV

***

Number 2 is which compound?
C11H19F3N4OS2SiTa